Density functional theory data (ωB97M-V with the def2-TZVPD basis set) for a cluster of 5 separate species, C37H67N2O12 in total.

The geometry in XYZ format:
```
118
Properties=species:S:1:pos:R:3:forces:R:3
C -0.992535 3.625926 8.291472 -0.7 -5.6 -3.2
C -1.131303 2.515493 7.585947 0.8 4.4 4.0
C -1.274939 1.019347 6.948646 0.7 1.5 0.3
C -0.376035 0.909740 5.575462 -1.0 0.9 0.0
C -1.229580 0.158651 4.422815 0.7 -0.2 -0.9
N -0.399745 -0.463633 3.348326 -1.5 0.9 -0.1
C -1.072718 -0.212381 2.022076 0.1 -1.0 1.7
C -0.775019 -1.376766 0.926185 -0.5 1.0 -0.9
C 0.488039 -1.075213 -0.037149 0.0 -0.7 -0.6
C 1.350723 -2.450197 -0.301314 -0.7 0.6 0.1
C 2.897757 -2.173240 -0.670229 -0.6 -0.3 -0.7
C 3.188768 -2.161750 -2.286405 0.9 0.7 1.0
C 3.022805 -0.647854 -2.820250 0.6 -0.3 -0.4
C 3.486397 -0.425301 -4.358417 -0.2 1.3 -0.1
C 3.462904 1.186606 -4.695603 -0.6 -0.8 1.2
C 2.014767 1.698970 -5.217223 0.7 1.3 -0.3
C 1.968025 2.001862 -6.821852 -1.1 0.2 0.1
C 1.241611 0.818345 -7.676814 0.1 0.3 0.8
N 2.209871 -0.084842 -8.375100 3.3 -2.7 -2.4
C 1.940364 -0.991703 -9.500259 2.9 -1.9 -0.8
C 3.200634 -1.829617 -9.949138 -0.7 4.1 4.1
C 4.357423 -1.306088 -8.974232 -5.7 1.6 -0.1
C 3.628658 -0.261839 -8.060676 1.7 -2.4 -2.1
H -0.912402 4.520959 9.014443 -0.2 -2.0 -1.9
H -2.401440 0.846623 6.751129 1.9 0.2 0.2
H -0.883198 0.270938 7.752801 -0.9 1.4 -1.3
H 0.641576 0.433749 5.812594 -1.6 0.6 -0.5
H -0.229704 2.006792 5.203430 0.1 -2.0 0.7
H -1.892272 -0.643522 4.940093 0.5 1.1 -0.3
H -1.933888 0.969216 3.958482 0.7 -1.1 1.0
H -0.720832 0.842582 1.679644 -0.9 -1.5 -0.3
H -2.228604 -0.254310 2.211520 1.6 0.4 -0.7
H -0.693077 -2.431759 1.374372 0.0 1.8 -0.2
H -1.716269 -1.398306 0.232183 1.6 -0.1 1.1
H 0.063938 -0.774894 -1.083930 0.9 -0.2 1.8
H 1.163075 -0.208775 0.350479 -1.2 -1.6 -0.5
H 0.786734 -3.011144 -1.154472 1.2 0.8 1.4
H 1.222426 -3.099860 0.642494 0.5 1.0 -1.4
H 3.576433 -2.969280 -0.162245 -1.1 1.5 -0.8
H 3.144828 -1.106223 -0.307052 -0.1 -1.8 -0.3
H 4.320176 -2.421424 -2.382102 -1.9 0.3 -0.2
H 2.573650 -2.949133 -2.853967 0.8 1.3 0.8
H 1.939470 -0.272319 -2.647298 1.8 -0.6 -0.3
H 3.751856 0.002185 -2.179433 -1.4 -1.1 -1.0
H 2.782531 -0.921466 -5.122394 1.1 0.4 1.2
H 4.572317 -0.759796 -4.555356 -1.8 0.1 0.5
H 4.334288 1.429882 -5.403276 -1.5 -0.1 0.9
H 3.654513 1.710796 -3.674990 -0.1 -0.8 -1.8
H 1.135722 1.020716 -4.895103 1.6 0.9 -0.6
H 1.817176 2.727194 -4.708400 0.3 -1.8 -0.8
H 2.997905 2.282754 -7.252232 -1.6 -0.6 0.7
H 1.296878 2.945494 -6.973967 1.2 -1.7 0.3
H 0.514291 1.292780 -8.432643 1.3 -1.0 1.0
H 0.656924 0.165878 -6.926011 0.7 1.1 -1.3
H 0.926853 -1.128152 -10.040910 1.8 0.7 1.5
H 3.298728 -2.628716 -10.766612 -0.5 1.5 1.5
H 5.448394 -1.650291 -8.997971 -2.0 0.8 0.4
H 4.244700 0.273886 -7.243951 -1.8 -0.8 -1.4
C 1.690147 -2.545018 4.256670 0.3 -0.1 0.2
C 2.143781 -2.961342 5.643354 -0.8 0.2 -0.5
O 3.507639 -3.414251 5.629381 1.0 0.3 0.4
C 4.440876 -2.449032 5.582622 -0.8 0.1 -0.2
O 4.234786 -1.256420 5.561910 0.4 -0.8 0.2
O 5.653642 -3.039078 5.536434 -0.2 0.1 0.1
C 6.734066 -2.123148 5.383670 0.3 0.2 0.0
H 1.864053 -3.351039 3.537045 -0.1 -0.1 0.1
H 0.627380 -2.290126 4.256387 0.1 0.3 -0.2
H 2.249142 -1.676567 3.901707 -0.3 0.0 0.1
H 1.537079 -3.806279 5.983547 0.4 -0.1 0.0
H 2.011104 -2.155817 6.371801 0.2 0.0 -0.1
H 6.704392 -1.341960 6.147326 -0.1 0.0 -0.2
H 6.711141 -1.684260 4.382697 -0.1 0.1 0.2
H 7.666466 -2.679661 5.496788 -0.3 -0.2 0.0
C -3.919401 5.358914 6.488651 -0.3 0.2 0.0
C -2.603642 5.734300 5.832912 0.0 -0.6 0.6
O -2.824154 6.461890 4.616196 0.0 1.0 -0.2
C -3.155239 7.755518 4.764672 -0.1 -0.5 0.3
O -3.271214 8.347323 5.815769 0.1 -0.2 -0.7
O -3.362867 8.279032 3.540109 0.2 -0.1 0.4
C -3.819653 9.628592 3.559837 -0.1 0.4 -0.1
H -4.562383 4.825712 5.783183 0.2 -0.1 0.1
H -3.748210 4.726542 7.362805 0.1 0.0 -0.1
H -4.468750 6.247636 6.810166 0.1 0.0 0.0
H -2.063133 4.823342 5.560696 -0.1 0.3 -0.2
H -1.959072 6.300076 6.511751 -0.2 0.1 -0.2
H -3.157369 10.264148 4.152855 -0.2 -0.2 0.1
H -4.841337 9.670024 3.946599 0.2 0.1 0.1
H -3.822676 9.998485 2.532875 0.1 -0.3 0.1
C -8.224538 -0.176727 9.426692 0.3 -0.2 -0.1
C -8.078754 1.332344 9.491865 -0.5 -0.3 -0.2
O -6.843843 1.703620 10.114771 0.3 0.2 -0.2
C -5.747453 1.599058 9.338794 0.3 -0.2 -0.1
O -5.724302 1.234733 8.184378 -0.1 0.3 0.8
O -4.677130 1.944821 10.076437 -0.9 -0.1 -0.2
C -3.429734 1.781913 9.398743 0.4 0.0 -0.1
H -8.097690 -0.618583 10.418735 -0.1 0.1 0.0
H -9.206835 -0.453489 9.036374 0.0 0.1 0.1
H -7.461947 -0.619825 8.781592 -0.1 0.1 0.0
H -8.879606 1.746749 10.111665 0.3 0.1 0.1
H -8.167172 1.791099 8.502757 0.2 -0.1 0.1
H -3.428894 2.299571 8.438247 -0.1 -0.2 0.2
H -3.216564 0.718047 9.263692 -0.1 0.1 -0.1
H -2.646941 2.214907 10.022519 -0.4 0.0 0.0
C 0.835414 -7.782398 -13.257549 -0.1 0.1 0.3
C 1.344123 -6.736842 -14.232591 0.3 -0.6 0.0
O 0.490522 -5.586148 -14.245333 0.1 0.6 0.2
C 0.641284 -4.739896 -13.209962 0.0 -0.2 0.2
O 1.426249 -4.863833 -12.296479 -0.5 0.1 -0.7
O -0.251238 -3.741734 -13.350612 0.4 -0.4 -0.1
C -0.265018 -2.822209 -12.260691 -0.1 0.4 0.4
H -0.208864 -8.028586 -13.467817 0.1 0.0 -0.1
H 1.435615 -8.693151 -13.319880 0.0 0.1 0.0
H 0.874522 -7.415720 -12.228921 0.1 0.0 -0.1
H 1.329244 -7.149412 -15.245762 -0.2 0.3 0.1
H 2.377537 -6.450336 -14.016963 -0.2 0.1 0.1
H 0.735005 -2.430951 -12.057459 -0.1 -0.2 0.0
H -0.677754 -3.305836 -11.371422 0.2 0.0 0.0
H -0.912401 -1.986289 -12.531852 0.0 -0.3 -0.2
```
Positions in Å, forces in eV/Å.

Computed properties:
largest force on an atom = 6.46 eV/A
total energy = -2462.02825 hartree
HOMO = -1.94 eV
charge = -1
spin multiplicity = 1
lowest unoccupied orbital energy = 1.82 eV